The following is a quantum chemistry calculation of an isolated molecule of C4H9NO, from OMol25.

Geometry as ORCA input:
```
! RIJCOSX wB97M-V def2-TZVPD def2/J DEFGRID3
* xyz 0 1
C -2.09 -0.81 0.32
C -0.98 -0.82 -0.84
N 0.40 -0.31 -0.60
C 0.27 0.73 0.11
O 1.27 1.45 0.64
C 2.58 0.96 0.33
H -2.30 -0.06 1.15
H -3.05 -0.83 -0.19
H -1.98 -1.73 0.90
H -1.35 -0.31 -1.76
H -0.83 -1.86 -1.16
H -0.71 1.08 0.34
H 3.31 1.63 0.80
H 2.72 0.95 -0.75
H 2.72 -0.05 0.72
*
```

E_HOMO ... -9.589 eV
Energy relative to the best compared isomer or geometry (same formula, charge and spin) ... 51.88 kcal/mol

Mulliken atomic charge list, values in e, 5 entries: number 1, C, carries -0.92; number 2, C, carries -0.52; number 3, N, carries -0.49; number 4, C, carries 0.14; number 5, O, carries -0.35

***

The following is a quantum chemistry calculation of an isolated molecule of C19H21N5O4S2, from OMol25.

Geometry as ORCA input:
```
! RIJCOSX wB97M-V def2-TZVPD def2/J DEFGRID3
* xyz 0 1
C -1.50 -2.59 3.76
H -2.05 -2.57 4.69
H -2.07 -3.17 3.03
H -0.55 -3.08 3.92
C -1.29 -1.17 3.25
N -0.54 -1.17 2.02
C 0.79 -0.92 1.88
N 1.17 -1.16 0.65
N 0.10 -1.58 -0.04
C -0.93 -1.59 0.77
C -2.27 -2.00 0.38
C -2.42 -3.17 -0.37
C -3.68 -3.57 -0.76
C -4.80 -2.84 -0.41
C -4.66 -1.66 0.31
C -3.38 -1.25 0.70
H -3.30 -0.31 1.23
O -5.68 -0.85 0.69
C -6.99 -1.18 0.30
H -7.08 -1.21 -0.79
H -7.62 -0.38 0.69
H -7.31 -2.13 0.73
H -5.77 -3.18 -0.73
H -3.80 -4.48 -1.33
H -1.54 -3.74 -0.64
S 1.80 -0.36 3.18
C 3.44 -0.47 2.39
C 3.77 0.76 1.53
O 4.52 1.62 1.92
N 3.13 0.72 0.34
C 3.15 1.67 -0.68
C 3.94 2.82 -0.64
C 3.90 3.71 -1.70
C 3.09 3.45 -2.79
C 2.30 2.32 -2.84
C 2.33 1.43 -1.79
H 1.72 0.54 -1.81
H 1.67 2.16 -3.70
S 3.09 4.58 -4.17
O 1.89 4.40 -4.93
O 3.47 5.89 -3.73
N 4.34 4.03 -5.14
H 5.25 4.13 -4.71
H 4.18 3.11 -5.52
H 4.48 4.62 -1.69
H 4.56 3.01 0.22
H 2.48 -0.06 0.19
H 4.15 -0.51 3.22
H 3.47 -1.39 1.81
H -0.71 -0.59 3.98
H -2.25 -0.68 3.09
*
```

E_HOMO ... -8.638 eV
Energy relative to the best compared isomer or geometry (same formula, charge and spin) ... 41.11 kcal/mol

Mulliken atomic charge list, values in e, 5 entries: number 1, C, carries -1.07; number 2, H, carries 0.40; number 3, H, carries 0.29; number 4, H, carries 0.29; number 5, C, carries -0.58

***

The following is a quantum chemistry calculation of an isolated molecule of C21H22BrFN2O2, from OMol25.

Geometry as ORCA input:
```
! RIJCOSX wB97M-V def2-TZVPD def2/J DEFGRID3
* xyz 0 1
C 0.15 0.00 -6.94
C 0.64 -0.78 -5.73
H 0.11 -0.44 -4.83
H 0.41 -1.84 -5.86
C 2.15 -0.61 -5.53
C 2.62 -1.39 -4.32
O 3.22 -2.44 -4.44
C 2.27 -0.86 -2.99
C 1.73 0.41 -2.76
C 1.44 0.82 -1.48
C 1.64 0.02 -0.34
C 2.20 -1.24 -0.60
C 2.51 -1.66 -1.87
H 2.94 -2.64 -2.03
H 2.40 -1.92 0.22
N 1.38 0.48 0.93
C 0.16 1.20 1.24
H 0.38 1.92 2.03
C -0.92 0.22 1.74
N -0.43 -0.52 2.88
C -0.84 -0.36 4.16
O -0.23 -0.82 5.10
C -2.14 0.37 4.36
C -3.33 -0.13 3.84
C -4.53 0.51 4.11
C -4.53 1.64 4.90
C -3.35 2.14 5.44
C -2.16 1.50 5.18
H -1.24 1.86 5.61
H -3.38 3.02 6.07
Br -6.18 2.52 5.27
H -5.45 0.12 3.71
H -3.32 -1.02 3.23
C 0.81 -1.22 2.61
C 1.86 -0.23 2.09
H 2.04 0.52 2.87
H 2.80 -0.73 1.87
H 0.62 -2.00 1.87
H 1.14 -1.68 3.55
H -1.16 -0.49 0.94
H -1.82 0.77 2.01
H -0.22 1.74 0.38
F 0.95 2.08 -1.35
H 1.55 1.11 -3.56
H 2.67 -1.01 -6.41
H 2.40 0.44 -5.43
H 0.34 1.06 -6.82
H 0.65 -0.34 -7.84
H -0.92 -0.14 -7.07
*
```

E_HOMO ... -8.168 eV
Energy relative to the best compared isomer or geometry (same formula, charge and spin) ... 0.00 kcal/mol

Mulliken atomic charge list, values in e, 5 entries: number 1, C, carries -1.29; number 2, C, carries -0.24; number 3, H, carries 0.37; number 4, H, carries 0.31; number 5, C, carries -0.83

***

The following is a quantum chemistry calculation of a cluster of 2 separate species, Br3O3P in total, from OMol25.

Geometry as ORCA input:
```
! RIJCOSX wB97M-V def2-TZVPD def2/J DEFGRID3
* xyz 0 1
O 1.40 -0.69 0.48
O -2.79 -2.30 0.05
O -0.16 0.62 1.75
P 0.32 0.55 0.40
Br 2.47 -1.89 -0.42
Br -2.83 -0.95 0.92
Br -3.47 0.75 -0.50
*
```

E_HOMO ... -9.589 eV
Energy relative to the best compared isomer or geometry (same formula, charge and spin) ... 98.46 kcal/mol

Mulliken atomic charge list, values in e, 5 entries: number 1, O, carries -0.27; number 2, O, carries -0.49; number 3, O, carries -0.33; number 4, P, carries 0.48; number 5, Br, carries 0.14

***

The following is a quantum chemistry calculation of a cluster of 2 separate species, C15H31N4O8P in total, from OMol25.

Geometry as ORCA input:
```
! RIJCOSX wB97M-V def2-TZVPD def2/J DEFGRID3
* xyz 0 1
O -3.67 3.23 0.17
O -1.19 1.14 -4.50
O 1.12 -4.96 -0.99
O -1.79 2.24 5.31
O 2.21 -7.32 -3.27
O 0.89 0.51 -5.23
O 4.41 -6.68 -3.77
O 2.47 -5.04 -4.21
C -2.80 3.05 1.01
C 0.01 0.97 -4.29
C 2.15 -4.53 -1.45
C -2.28 2.53 4.23
N -3.10 3.58 4.10
N 2.33 -3.17 -1.61
N -0.18 2.43 -2.20
N -2.87 1.99 1.81
C -1.67 4.06 1.11
C -3.44 4.49 5.20
C 0.34 0.94 3.78
C -0.57 0.08 1.66
C 1.32 -2.17 -1.30
C 0.55 1.32 -2.88
C 1.42 -1.03 -2.31
C 0.47 0.12 -1.93
C -0.60 1.29 2.62
C 3.29 -5.46 -1.64
C -2.07 1.61 3.00
P 3.05 -6.12 -3.22
H 1.77 0.47 -4.85
H 4.24 -7.62 -3.63
H 2.16 -5.62 -4.93
H -3.54 3.73 3.21
H 3.24 -2.86 -1.95
H -1.16 2.17 -2.08
H -0.12 3.29 -2.75
H -3.65 1.38 1.58
H -1.39 4.25 2.14
H -1.99 4.99 0.65
H -0.81 3.68 0.55
H -2.54 4.98 5.57
H -4.15 5.25 4.85
H -3.90 3.93 6.02
H -0.10 0.14 4.39
H 1.31 0.61 3.41
H 0.50 1.81 4.41
H -0.99 -0.80 2.15
H 0.46 -0.13 1.38
H -1.13 0.30 0.76
H 1.48 -1.80 -0.28
H 0.31 -2.60 -1.34
H 1.60 1.63 -2.98
H 1.16 -1.42 -3.31
H 2.45 -0.65 -2.35
H -0.56 -0.25 -1.90
H 0.73 0.46 -0.92
H -0.16 2.14 2.11
H 4.25 -4.96 -1.57
H 3.24 -6.26 -0.90
H -2.49 0.66 3.34
*
```

E_HOMO ... -9.560 eV
Energy relative to the best compared isomer or geometry (same formula, charge and spin) ... 0.00 kcal/mol

Mulliken atomic charge list, values in e, 5 entries: number 1, O, carries -0.69; number 2, O, carries -0.56; number 3, O, carries -0.61; number 4, O, carries -0.67; number 5, O, carries -0.73

***

The following is a quantum chemistry calculation of a structure of composition C6H8N4O2S, from OMol25.

Geometry as ORCA input:
```
! RIJCOSX wB97M-V def2-TZVPD def2/J DEFGRID3
* xyz 0 1
C 1.38 0.11 -2.17
C 1.04 0.71 -0.94
C -0.10 0.18 -0.13
C -1.12 0.69 2.01
C -2.69 -0.27 3.18
C -2.22 0.50 4.18
H 2.81 -1.38 -3.37
H 0.91 -2.18 -4.43
H 0.75 -1.71 -1.48
H 2.58 1.52 -2.86
H 1.39 1.71 -0.90
H 0.33 1.78 1.13
H -3.48 -1.09 3.41
H -2.47 0.64 5.16
N 1.80 -1.99 -3.39
N 1.04 -1.17 -2.45
N -0.42 1.09 0.94
N -2.11 -0.17 1.98
O 2.08 0.70 -3.18
O -0.64 -0.95 -0.24
S -0.86 1.27 3.55
*
```

E_HOMO ... -8.096 eV
Energy relative to the best compared isomer or geometry (same formula, charge and spin) ... 92.90 kcal/mol

Mulliken atomic charge list, values in e, 5 entries: number 1, C, carries 0.67; number 2, C, carries -1.08; number 3, C, carries 0.94; number 4, C, carries 0.47; number 5, C, carries -0.49

***

The following is a quantum chemistry calculation of a structure of composition C28H27Br2N3ORhS, from OMol25.

Geometry as ORCA input:
```
! RIJCOSX wB97M-V def2-TZVPD def2/J DEFGRID3
* xyz 1 5
Rh -0.44 1.02 -0.30
Br -2.30 1.85 -2.07
C -3.52 0.48 -1.51
C -4.67 0.35 -2.22
C -5.61 -0.63 -1.83
C -5.35 -1.43 -0.75
C -4.15 -1.30 -0.02
C -3.88 -2.15 1.09
C -2.71 -2.04 1.78
C -1.75 -1.08 1.39
C -1.96 -0.23 0.34
C -3.18 -0.33 -0.39
H -4.87 0.99 -3.06
H -6.53 -0.73 -2.39
H -6.07 -2.17 -0.44
H -4.63 -2.89 1.36
H -2.52 -2.70 2.62
H -0.83 -1.04 1.95
C -0.23 6.64 0.53
C 0.22 5.29 0.99
C 1.02 5.11 2.11
C 1.40 3.84 2.51
C 0.96 2.77 1.76
Br 1.40 0.99 2.23
N 0.20 2.91 0.68
C -0.16 4.14 0.31
H 0.24 7.43 1.12
H -1.31 6.74 0.62
H 0.04 6.80 -0.52
H 1.35 5.97 2.68
H 2.02 3.67 3.39
H -0.78 4.20 -0.58
C 3.93 -1.66 1.53
C 4.34 -1.58 0.06
N 3.72 -0.44 -0.64
C 4.54 0.75 -0.90
C 4.40 1.84 0.16
C 2.46 -0.53 -1.04
S 1.71 0.83 -1.84
N 1.79 -1.67 -0.84
C 0.56 -1.71 -1.35
O 0.04 -0.73 -1.98
C -0.25 -2.92 -1.16
C 0.23 -3.97 -0.37
C -0.56 -5.09 -0.17
C -1.82 -5.17 -0.75
C -2.30 -4.12 -1.53
C -1.51 -3.00 -1.74
H 4.40 -2.52 2.00
H 2.85 -1.78 1.61
H 4.23 -0.76 2.08
H 4.05 -2.49 -0.46
H 5.41 -1.46 -0.04
H 4.27 1.14 -1.88
H 5.57 0.41 -0.96
H 3.38 2.23 0.19
H 5.07 2.67 -0.09
H 4.67 1.47 1.15
H 1.21 -3.90 0.07
H -0.19 -5.91 0.44
H -2.43 -6.04 -0.59
H -3.28 -4.19 -1.98
H -1.87 -2.18 -2.35
*
```

⟨S²⟩ ... 6.017
E_HOMO (alpha / beta) ... -10.338 / -10.635 eV
Energy relative to the best compared isomer or geometry (same formula, charge and spin) ... 0.00 kcal/mol

Mulliken atomic charge list, values in e, 5 entries: number 1, Rh, carries -0.33; number 2, Br, carries -0.14; number 3, C, carries 1.12; number 4, C, carries -0.68; number 5, C, carries -0.57

***

The following is a quantum chemistry calculation of an isolated molecule of C2Cl3F, from OMol25.

Geometry as ORCA input:
```
! RIJCOSX wB97M-V def2-TZVPD def2/J DEFGRID3
* xyz 0 1
C -0.53 -0.36 0.09
C 0.65 0.28 0.07
F -0.56 -1.68 -0.02
Cl -2.17 0.25 -0.06
Cl 0.51 2.03 -0.02
Cl 2.08 -0.52 -0.06
*
```

E_HOMO ... -9.557 eV
Energy relative to the best compared isomer or geometry (same formula, charge and spin) ... 6.45 kcal/mol

Mulliken atomic charge list, values in e, 5 entries: number 1, C, carries 0.15; number 2, C, carries 0.46; number 3, F, carries -0.20; number 4, Cl, carries -0.12; number 5, Cl, carries -0.17

***

Repeat the third record exactly.
The following is a quantum chemistry calculation of an isolated molecule of C21H22BrFN2O2, from OMol25.

Geometry as ORCA input:
```
! RIJCOSX wB97M-V def2-TZVPD def2/J DEFGRID3
* xyz 0 1
C 0.15 0.00 -6.94
C 0.64 -0.78 -5.73
H 0.11 -0.44 -4.83
H 0.41 -1.84 -5.86
C 2.15 -0.61 -5.53
C 2.62 -1.39 -4.32
O 3.22 -2.44 -4.44
C 2.27 -0.86 -2.99
C 1.73 0.41 -2.76
C 1.44 0.82 -1.48
C 1.64 0.02 -0.34
C 2.20 -1.24 -0.60
C 2.51 -1.66 -1.87
H 2.94 -2.64 -2.03
H 2.40 -1.92 0.22
N 1.38 0.48 0.93
C 0.16 1.20 1.24
H 0.38 1.92 2.03
C -0.92 0.22 1.74
N -0.43 -0.52 2.88
C -0.84 -0.36 4.16
O -0.23 -0.82 5.10
C -2.14 0.37 4.36
C -3.33 -0.13 3.84
C -4.53 0.51 4.11
C -4.53 1.64 4.90
C -3.35 2.14 5.44
C -2.16 1.50 5.18
H -1.24 1.86 5.61
H -3.38 3.02 6.07
Br -6.18 2.52 5.27
H -5.45 0.12 3.71
H -3.32 -1.02 3.23
C 0.81 -1.22 2.61
C 1.86 -0.23 2.09
H 2.04 0.52 2.87
H 2.80 -0.73 1.87
H 0.62 -2.00 1.87
H 1.14 -1.68 3.55
H -1.16 -0.49 0.94
H -1.82 0.77 2.01
H -0.22 1.74 0.38
F 0.95 2.08 -1.35
H 1.55 1.11 -3.56
H 2.67 -1.01 -6.41
H 2.40 0.44 -5.43
H 0.34 1.06 -6.82
H 0.65 -0.34 -7.84
H -0.92 -0.14 -7.07
*
```

E_HOMO ... -8.168 eV
Energy relative to the best compared isomer or geometry (same formula, charge and spin) ... 0.00 kcal/mol

Mulliken atomic charge list, values in e, 5 entries: number 1, C, carries -1.29; number 2, C, carries -0.24; number 3, H, carries 0.37; number 4, H, carries 0.31; number 5, C, carries -0.83